Record 1
72
Properties=species:S:1:pos:R:3 method="wB97M-V/def2-TZVPD" total_energy_ev=-50680.2584 homo_ev=-6.7447 total_charge=0 orbital_gap_ev=3.2
C -2.68 -3.66 3.53
C -1.63 -2.58 3.43
C -0.70 -2.73 4.64
O -0.90 -2.75 2.24
B -0.42 -1.43 1.87
C 1.20 -1.38 2.22
C 1.97 -2.53 2.14
C 3.32 -2.48 2.45
C 4.17 -3.71 2.33
F 4.92 -3.92 3.46
F 3.43 -4.84 2.12
F 5.06 -3.62 1.29
C 3.93 -1.29 2.84
C 3.14 -0.15 2.92
C 3.73 1.17 3.31
F 3.43 2.14 2.38
F 3.23 1.61 4.51
F 5.09 1.13 3.42
C 1.77 -0.19 2.64
C -0.54 -1.21 0.19
C -0.17 0.09 -0.39
C -0.91 1.21 -0.28
O -1.12 -0.41 2.61
C -2.18 -1.07 3.29
C -3.44 -1.01 2.42
C -2.47 -0.35 4.59
H -3.30 -3.52 4.43
H -3.33 -3.69 2.65
H -2.19 -4.64 3.62
H -1.28 -2.75 5.57
H -0.15 -3.68 4.56
H 0.04 -1.92 4.70
H 1.52 -3.48 1.85
H 4.98 -1.25 3.07
H 1.17 0.71 2.73
H 0.12 -2.00 -0.21
H -1.58 -1.47 -0.04
H 0.76 0.11 -0.98
H -0.58 2.15 -0.72
H -1.77 1.22 0.40
H -4.30 -1.41 2.97
H -3.65 0.04 2.18
H -3.32 -1.56 1.49
H -3.27 -0.87 5.14
H -1.58 -0.29 5.23
H -2.81 0.67 4.37
C -2.83 2.65 -2.65
C -1.95 1.77 -3.44
C -0.84 2.10 -4.23
C -0.43 1.22 -5.30
C -1.28 0.05 -5.71
C 0.74 1.46 -6.00
C 1.55 2.56 -5.73
C 2.83 2.76 -6.48
C 1.13 3.46 -4.74
C -0.03 3.28 -4.01
C -0.39 4.31 -3.00
H -3.81 2.16 -2.56
H -2.45 2.78 -1.63
H -3.00 3.64 -3.11
H -2.34 0.76 -3.55
H -0.80 -0.46 -6.55
H -1.40 -0.67 -4.90
H -2.28 0.37 -6.03
H 1.04 0.76 -6.79
H 3.34 3.66 -6.12
H 3.50 1.91 -6.35
H 2.65 2.88 -7.56
H 1.76 4.34 -4.54
H 0.40 5.07 -2.96
H -1.32 4.84 -3.26
H -0.50 3.90 -1.99

***

Record 2
72
Properties=species:S:1:pos:R:3 method="wB97M-V/def2-TZVPD" total_energy_ev=-84901.9929 homo_ev=-5.7714 total_charge=0 de_lowest_ev=1.227 orbital_gap_ev=5.1
Ca -0.18 5.82 -0.08
C -1.62 5.10 1.81
C -0.54 4.28 1.77
C -0.50 2.92 1.13
C -0.17 2.76 -0.40
C -0.84 3.69 -1.38
C -2.04 4.29 -1.23
C -3.02 4.01 -0.13
C -2.97 4.85 1.20
C 0.16 6.79 -2.19
H -1.51 6.10 2.28
H 0.43 4.66 2.15
H -1.46 2.44 1.34
H 0.26 2.35 1.69
H 0.94 2.76 -0.53
H -0.49 1.75 -0.73
H -0.20 3.99 -2.22
H -2.36 5.05 -1.96
H -2.96 2.94 0.12
H -4.03 4.15 -0.56
H -3.53 5.80 1.04
H -3.53 4.32 1.99
H -0.01 7.85 -2.04
H -0.55 6.35 -2.88
H 1.22 6.56 -2.16
P 0.84 -2.83 -1.57
P 1.37 -2.27 1.42
N -0.61 -2.83 -2.55
N 1.88 -3.82 -2.60
N -0.19 -2.14 2.23
N 2.38 -2.50 2.83
C 0.34 -4.14 -0.36
C 1.24 -4.04 0.88
C -1.42 -1.68 -2.59
C -2.63 -2.00 -3.15
C -2.60 -3.40 -3.46
C -1.37 -3.88 -3.07
C 2.93 -3.24 -3.32
C 3.56 -4.21 -4.07
C 2.90 -5.44 -3.80
C 1.88 -5.18 -2.90
C -0.85 -0.90 2.32
C -2.03 -1.07 3.02
C -2.13 -2.44 3.36
C -1.01 -3.08 2.86
C 2.21 -3.26 3.99
C 3.42 -3.40 4.62
C 4.41 -2.74 3.82
C 3.76 -2.21 2.74
H 0.41 -5.13 -0.82
H -0.71 -3.97 -0.08
H 0.86 -4.66 1.71
H 2.26 -4.38 0.64
H -1.01 -0.73 -2.21
H -3.46 -1.31 -3.32
H -3.41 -3.98 -3.93
H -0.94 -4.89 -3.14
H 3.12 -2.16 -3.22
H 4.41 -4.06 -4.74
H 3.14 -6.43 -4.23
H 1.16 -5.86 -2.44
H -0.39 -0.02 1.87
H -2.75 -0.27 3.26
H -2.94 -2.93 3.92
H -0.72 -4.14 2.90
H 1.21 -3.61 4.27
H 3.60 -3.93 5.58
H 5.48 -2.66 4.04
H 4.12 -1.62 1.88
S -0.82 10.72 -0.34
C -0.72 9.16 -0.24
N -0.70 7.98 -0.03

***

Record 3
80
Properties=species:S:1:pos:R:3 method="wB97M-V/def2-TZVPD" total_energy_ev=-120229.7317 homo_ev=-6.8975 total_charge=0 de_lowest_ev=1.743 orbital_gap_ev=6.8
Ti 1.29 -1.82 0.98
O -1.81 -6.35 -1.82
C -1.13 -5.31 -1.28
C -1.62 -3.99 -1.32
C -0.85 -3.05 -0.70
N 0.29 -3.34 -0.11
C 0.74 -4.62 -0.06
C 0.03 -5.67 -0.60
C 1.91 -4.72 0.90
O 2.17 -5.72 1.56
O 2.46 -3.55 1.02
C -1.23 -1.63 -0.63
O -2.14 -1.08 -1.29
O -0.33 -1.02 0.12
H -2.54 -6.02 -2.37
H -2.58 -3.74 -1.77
H 0.39 -6.67 -0.43
C 3.76 -4.70 4.18
O 2.54 -4.06 4.58
C 1.91 -3.18 3.82
O 2.36 -2.18 3.25
N 0.54 -3.33 3.90
N -0.16 -2.60 2.93
H 4.25 -4.99 5.10
H 4.33 -4.08 3.51
H 3.50 -5.58 3.56
H 0.21 -4.30 4.15
H -0.15 -1.65 3.25
H -1.09 -2.98 2.83
Cl 4.65 0.70 1.06
C 4.19 0.52 -0.55
C 4.72 1.36 -1.52
C 4.48 1.11 -2.89
C 3.69 -0.01 -3.28
C 3.00 -0.76 -2.33
Cl 2.21 -2.22 -2.69
C 3.20 -0.50 -0.89
N 2.46 -1.01 0.05
H 5.50 2.09 -1.23
H 4.96 1.75 -3.60
H 3.59 -0.25 -4.32
C -0.98 1.42 1.73
S 0.79 1.19 1.63
O 0.83 -0.31 2.24
C 1.34 2.23 2.93
C 1.96 1.74 4.07
C 2.16 2.67 5.10
C 2.05 3.99 4.87
C 1.64 4.49 3.66
C 1.27 3.60 2.68
H -1.53 0.93 2.61
H -1.33 0.83 0.88
H -1.21 2.51 1.53
H 2.18 0.71 4.19
H 2.55 2.35 6.06
H 2.26 4.70 5.66
H 1.63 5.56 3.51
H 1.05 4.05 1.67
C -4.58 0.87 -3.91
C -3.11 1.16 -3.45
P -2.91 2.91 -3.02
C -3.29 3.75 -4.58
C -2.75 5.17 -4.84
C -4.18 3.11 -1.71
C -3.76 3.96 -0.55
H -4.59 0.63 -5.01
H -5.24 1.72 -3.76
H -5.00 0.05 -3.34
H -2.37 0.88 -4.23
H -2.90 0.59 -2.50
H -4.36 3.67 -4.83
H -2.94 3.05 -5.39
H -1.77 5.03 -5.30
H -2.67 5.77 -3.96
H -3.40 5.77 -5.54
H -4.57 2.11 -1.42
H -5.03 3.68 -2.11
H -3.08 4.76 -0.80
H -3.24 3.42 0.27
H -4.62 4.48 -0.12

***

Record 4
73
Properties=species:S:1:pos:R:3 method="wB97M-V/def2-TZVPD" spin_multiplicity=5 total_energy_ev=-103365.6293 homo_ev="-15.1334 / -15.1275" total_charge=+3 orbital_gap_ev="4.8 / 3.7"
Co -0.12 0.41 -0.86
C -2.75 -1.25 0.91
C -3.06 -0.69 -0.43
C -4.36 -0.78 -0.94
C -4.62 -0.38 -2.23
C -3.57 0.06 -3.02
C -2.31 0.14 -2.45
N -2.07 -0.17 -1.17
Sb -0.57 0.54 -3.73
C 1.68 0.47 -1.66
C 2.72 0.76 -2.51
C 3.98 0.38 -2.04
C 4.13 -0.22 -0.81
C 3.01 -0.47 -0.01
C 3.10 -1.07 1.34
N 1.82 -0.11 -0.51
C -0.43 2.54 -2.80
C -0.49 3.68 -3.58
C -0.22 4.90 -2.97
C 0.10 4.91 -1.63
C 0.13 3.72 -0.90
C 0.50 3.75 0.54
N -0.15 2.55 -1.49
H -3.23 -2.22 1.02
H -3.14 -0.61 1.70
H -1.68 -1.38 1.04
H -5.14 -1.18 -0.31
H -5.62 -0.44 -2.64
H -3.71 0.32 -4.06
H 2.59 1.26 -3.46
H 4.85 0.57 -2.66
H 5.11 -0.50 -0.45
H 3.90 -1.80 1.40
H 2.16 -1.54 1.62
H 3.33 -0.29 2.06
H -0.71 3.61 -4.64
H -0.23 5.81 -3.55
H 0.36 5.83 -1.13
H 1.32 4.45 0.70
H 0.79 2.77 0.89
H -0.34 4.12 1.13
C 1.62 -3.72 -1.60
P 0.59 -2.92 -2.87
C 1.64 -2.66 -4.34
C -0.77 -3.99 -3.39
O 0.05 -1.59 -2.34
H 2.08 -4.60 -2.02
H 1.02 -3.98 -0.74
H 2.40 -3.02 -1.30
H 2.11 -3.59 -4.63
H 2.42 -1.93 -4.12
H 1.02 -2.30 -5.16
H -0.37 -4.87 -3.89
H -1.39 -3.44 -4.10
H -1.38 -4.30 -2.55
N -2.16 2.04 2.31
C -1.21 1.27 2.84
S -0.07 0.54 1.80
N -1.21 1.10 4.17
C -0.46 0.30 5.03
C 0.71 -0.37 4.68
C 1.36 -1.16 5.60
C 0.87 -1.30 6.90
C -0.29 -0.61 7.27
C -0.94 0.19 6.35
H -2.16 2.22 1.32
H -2.87 2.50 2.87
H -1.94 1.61 4.67
H 1.12 -0.27 3.69
H 2.27 -1.68 5.32
H 1.38 -1.92 7.61
H -0.68 -0.71 8.27
H -1.83 0.72 6.65

***

Record 5
98
Properties=species:S:1:pos:R:3 method="wB97M-V/def2-TZVPD" total_energy_ev=-115312.6745 homo_ev=-9.7585 total_charge=0 de_lowest_ev=26.111 orbital_gap_ev=9.4
C 1.87 7.11 -20.58
C 1.14 5.79 -20.29
O -0.20 6.12 -20.33
C -1.30 5.20 -20.19
O -1.10 3.99 -19.91
C -2.64 5.87 -20.44
F -2.57 7.16 -20.46
F -3.12 5.44 -21.56
F -3.46 5.55 -19.46
H 1.62 7.51 -21.56
H 2.94 6.93 -20.65
H 1.67 7.79 -19.75
H 1.49 5.28 -19.39
H 1.39 5.19 -21.17
C 7.06 6.08 -16.27
C 7.12 4.56 -16.21
O 6.04 4.00 -15.37
C 5.89 2.64 -15.30
O 6.68 1.84 -15.78
C 4.61 2.15 -14.57
F 5.03 2.03 -13.29
F 3.69 3.00 -14.54
F 4.27 1.05 -15.18
H 6.04 6.45 -16.18
H 7.47 6.35 -17.24
H 7.77 6.56 -15.60
H 8.12 4.45 -15.80
H 7.07 4.15 -17.22
C 5.49 -0.32 -19.48
C 4.26 -1.05 -19.97
O 3.96 -2.25 -19.16
C 3.01 -3.15 -19.63
O 2.35 -3.01 -20.64
C 2.84 -4.50 -18.84
F 3.07 -5.51 -19.71
F 3.67 -4.43 -17.77
F 1.60 -4.47 -18.39
H 5.53 -0.27 -18.39
H 5.37 0.72 -19.78
H 6.39 -0.87 -19.77
H 4.46 -1.36 -21.00
H 3.39 -0.40 -20.00
C -3.45 -0.62 -16.43
C -2.83 0.75 -16.27
O -1.69 0.93 -17.09
C -1.17 2.24 -17.10
O -1.68 3.14 -16.41
C -0.02 2.40 -18.12
F -0.17 1.60 -19.20
F 0.23 3.68 -18.49
F 1.15 2.04 -17.54
H -3.84 -0.80 -17.43
H -4.16 -0.78 -15.62
H -2.75 -1.44 -16.30
H -2.48 0.74 -15.24
H -3.60 1.51 -16.37
C 9.43 2.40 -17.31
C 9.10 3.16 -18.59
O 9.67 4.44 -18.49
C 10.60 4.87 -19.33
O 11.02 4.29 -20.29
C 10.97 6.33 -19.07
F 12.29 6.57 -19.23
F 10.43 7.10 -19.97
F 10.50 6.64 -17.87
H 10.51 2.51 -17.16
H 9.28 1.35 -17.54
H 8.89 2.71 -16.41
H 8.03 3.17 -18.81
H 9.50 2.64 -19.46
C 1.67 3.38 -19.71
C 2.59 2.34 -20.32
O 3.83 2.13 -19.65
C 4.70 3.13 -19.53
O 4.52 4.29 -20.02
C 5.85 2.81 -18.47
F 7.03 3.15 -18.97
F 5.61 3.49 -17.35
F 5.78 1.42 -18.21
H 0.89 3.44 -20.46
H 2.05 4.40 -19.62
H 1.36 3.03 -18.72
H 2.79 2.53 -21.37
H 2.03 1.40 -20.23
C -1.78 2.65 -21.49
C -0.39 2.52 -22.12
O 0.34 1.47 -21.42
C 0.21 0.18 -21.79
O -0.65 -0.31 -22.48
C 1.12 -0.77 -20.91
F 0.42 -1.07 -19.80
F 1.46 -1.89 -21.57
F 2.22 -0.22 -20.38
H -2.44 1.80 -21.69
H -2.17 3.61 -21.83
H -1.66 2.76 -20.42
H 0.20 3.44 -22.03
H -0.40 2.32 -23.19

***

Record 6
77
Properties=species:S:1:pos:R:3 method="wB97M-V/def2-TZVPD" total_energy_ev=-84712.2769 homo_ev=-7.8027 total_charge=0 de_lowest_ev=3.312 orbital_gap_ev=6.4
Mg -0.34 -2.68 -0.25
C -0.87 2.19 -0.94
C -1.57 1.87 -2.04
C -0.91 1.54 -3.33
C 0.27 0.56 -3.41
C 1.64 1.07 -2.98
C 1.98 2.19 -2.33
C 1.12 3.41 -2.03
C 0.07 3.33 -0.88
C 1.59 -2.39 0.20
H -0.95 1.63 -0.02
H -2.68 1.86 -2.10
H -0.63 2.45 -3.88
H -1.73 1.04 -3.85
H 0.00 -0.39 -2.89
H 0.36 0.33 -4.50
H 2.43 0.40 -3.30
H 3.03 2.25 -2.02
H 0.56 3.76 -2.92
H 1.78 4.27 -1.79
H 0.57 3.31 0.10
H -0.55 4.24 -0.96
H 1.81 -2.61 1.24
H 1.75 -1.38 -0.11
H 2.09 -3.10 -0.44
P 1.40 -1.24 -7.48
P -2.06 -0.80 -7.30
N 2.75 -0.11 -7.65
N 2.08 -2.47 -8.59
N -2.17 1.01 -7.47
N -3.63 -1.14 -8.00
C 0.37 -0.39 -8.79
C -1.06 -0.97 -8.90
C 3.54 0.36 -6.59
C 4.54 1.17 -7.11
C 4.36 1.22 -8.53
C 3.25 0.44 -8.83
C 2.31 -3.80 -8.21
C 2.75 -4.54 -9.31
C 2.77 -3.64 -10.43
C 2.36 -2.40 -9.96
C -1.94 1.79 -6.35
C -1.94 3.14 -6.68
C -2.16 3.21 -8.09
C -2.26 1.89 -8.55
C -4.41 -0.42 -8.92
C -5.51 -1.19 -9.27
C -5.41 -2.43 -8.55
C -4.26 -2.38 -7.79
H 0.83 -0.43 -9.79
H 0.29 0.68 -8.51
H -1.59 -0.49 -9.75
H -1.01 -2.05 -9.11
H 3.31 0.09 -5.57
H 5.31 1.70 -6.56
H 4.96 1.77 -9.25
H 2.76 0.27 -9.77
H 2.14 -4.11 -7.18
H 3.02 -5.59 -9.33
H 3.02 -3.88 -11.46
H 2.24 -1.48 -10.51
H -1.77 1.31 -5.41
H -1.78 3.98 -6.01
H -2.19 4.11 -8.68
H -2.40 1.52 -9.56
H -4.11 0.55 -9.26
H -6.29 -0.90 -9.95
H -6.12 -3.24 -8.61
H -3.81 -3.10 -7.12
F -0.73 1.02 2.58
C -0.09 -0.18 2.48
F 0.95 0.02 1.63
F 0.40 -0.53 3.69
S -1.25 -1.54 1.90
O -0.59 -2.86 1.84
O -2.36 -1.41 2.79
O -1.45 -1.13 0.48